Entry 1:
This record from OMol25 describes a molecular structure, C28H38BFGe2N8Pd. The level of theory is the ωB97M-V functional and the def2-TZVPD basis.

Atoms and positions in Å:
Pd  -0.022554  -0.419796  0.854438
C  -2.957567  1.821921  2.896762
C  -2.685909  0.793137  2.017986
N  -1.355321  0.624763  1.933329
N  -0.755732  1.585616  2.680953
C  -1.714387  2.299928  3.283542
B  0.716905  2.129195  2.432470
N  0.740353  2.342831  0.852177
C  1.060392  3.359861  0.041107
C  0.884443  2.975994  -1.279908
C  0.444413  1.664366  -1.218470
N  0.387081  1.302066  0.067787
N  1.816662  1.094319  2.731564
C  3.019005  1.309120  3.296514
C  3.841956  0.244617  2.989999
C  3.057875  -0.585315  2.198711
N  1.829137  -0.080000  2.059752
N  0.889348  3.364952  3.235765
C  0.684612  4.696358  3.003279
C  0.744943  5.344867  4.203241
C  0.973285  4.320131  5.148453
N  1.044379  3.138263  4.574975
H  -3.922984  2.175769  3.213261
H  -3.380166  0.175973  1.473410
H  -1.451213  3.105633  3.949915
H  1.419047  4.292062  0.441111
H  1.055984  3.569144  -2.160783
H  0.186612  0.977987  -2.008417
H  3.199599  2.185801  3.893254
H  4.860812  0.096995  3.301172
H  3.332702  -1.527106  1.746949
H  0.492815  5.097930  2.023803
H  0.631080  6.399395  4.383513
H  1.086539  4.405472  6.217393
C  -4.126646  -1.064692  -1.997642
C  -2.728993  -0.622980  -1.541347
Ge  -2.098622  -1.715434  -0.047625
C  -3.145379  -2.287113  1.525547
C  -4.649784  -2.343004  1.249335
C  -1.462533  -3.501475  -0.657913
C  -0.421159  -4.260146  -0.247121
Ge  1.028985  -3.269792  0.700104
C  2.048068  -4.239805  2.035101
C  3.426736  -4.772070  1.640725
C  1.639694  -1.983087  -0.660633
C  2.708833  -2.726421  -1.500050
C  -0.349115  -5.681788  -0.486564
C  -1.535986  -6.482978  -0.434170
C  -1.481244  -7.818527  -0.700393
C  -0.240148  -8.411142  -1.025981
C  0.947536  -7.641126  -1.078601
C  0.897855  -6.312255  -0.783752
H  -4.378125  -0.533258  -2.915478
H  -4.891391  -0.829707  -1.259677
H  -4.177785  -2.131206  -2.223411
H  -2.714235  0.428846  -1.253380
H  -1.999967  -0.754284  -2.344393
H  -2.923448  -1.654878  2.384817
H  -2.744521  -3.274485  1.758162
H  -5.078078  -1.352334  1.091264
H  -5.152160  -2.776192  2.114290
H  -4.899255  -2.958692  0.384323
H  -2.209814  -3.968014  -1.307209
H  1.376989  -5.042076  2.353088
H  2.128267  -3.546430  2.876184
H  3.385318  -5.492532  0.824592
H  3.872315  -5.279552  2.494806
H  4.107978  -3.971674  1.351538
H  2.093620  -1.067860  -0.275171
H  0.797217  -1.741183  -1.321059
H  3.575156  -2.994711  -0.896544
H  3.052565  -2.082129  -2.306958
H  2.300773  -3.627970  -1.962283
H  -2.473111  -6.011412  -0.169942
H  -2.372296  -8.430472  -0.666567
H  -0.193794  -9.474209  -1.228980
H  1.879884  -8.117850  -1.349371
H  1.801563  -5.715318  -0.818097
F  -0.151803  -2.295933  1.779830

Atoms 1-6, force components in eV/Å:
Pd 0.43 0.30 0.97
C 0.04 0.03 0.02
C -0.03 0.05 0.00
N -0.10 -0.08 -0.32
N 0.00 -0.03 -0.06
C -0.01 -0.03 0.03

Summary:
Net charge: +3
2S+1: 2
Kohn-Sham gap (spin up / spin down) (eV): 5.2 / 3.5
Energy relative to the best compared isomer or geometry (same formula, charge and spin) (kJ/mol): 0.0

These are the Mulliken partial charges, in e, on atoms 1 to 5:
1 Pd -0.270
2 C -1.684
3 C -0.404
4 N 0.094
5 N 0.256

---

Entry 2:
This record from OMol25 describes a molecular structure, C28H38BN5P2Tc. The level of theory is the ωB97M-V functional and the def2-TZVPD basis.

Atoms and positions in Å:
Tc  0.429161  -1.107630  2.941810
C  -1.354809  1.195622  4.193766
C  -1.541698  0.382804  3.084750
C  -1.411959  0.989353  1.703816
C  -0.060499  0.996205  0.982614
C  1.113167  0.376263  1.671293
C  1.435159  0.742511  3.027073
C  1.006655  2.071919  3.646077
C  -0.447331  2.348623  4.157584
C  1.895110  -2.484875  3.298937
H  -1.929897  1.037172  5.105488
H  -2.347994  -0.364601  3.170347
H  -1.787868  2.018249  1.726603
H  -2.129125  0.449330  1.063142
H  -0.239550  0.452949  0.043138
H  0.190558  2.006050  0.623479
H  1.958341  0.150707  1.019318
H  2.473736  0.523439  3.310698
H  1.297434  2.885039  2.969235
H  1.657659  2.205379  4.518510
H  -0.380322  2.773765  5.176766
H  -0.864250  3.142021  3.512161
H  1.609202  -2.974503  4.254844
H  2.900141  -2.059035  3.457647
H  1.984426  -3.279252  2.540232
P  1.433216  -0.952014  -1.249291
P  -2.247406  0.135685  -1.300814
N  2.734925  0.206021  -1.568634
N  2.254659  -2.212685  -2.275919
N  -2.415890  1.720910  -2.226894
N  -3.739245  -0.559900  -1.903096
C  0.321322  -0.171904  -2.511624
C  -1.117694  -0.738076  -2.483037
C  3.907571  0.190274  -0.794853
C  4.901366  0.878150  -1.482509
C  4.345698  1.297151  -2.738680
C  3.025155  0.863477  -2.771649
C  2.380187  -3.527498  -1.818837
C  2.763741  -4.338777  -2.877588
C  2.891351  -3.503039  -4.029481
C  2.621605  -2.205494  -3.626514
C  -2.557279  2.969888  -1.583422
C  -2.359488  3.993077  -2.509915
C  -2.041775  3.361423  -3.769432
C  -2.165288  1.981311  -3.582806
C  -4.605223  -0.137933  -2.922281
C  -5.387844  -1.214251  -3.323206
C  -4.990204  -2.350470  -2.534308
C  -3.987101  -1.928029  -1.682281
H  0.727022  -0.339558  -3.518394
H  0.325596  0.917079  -2.340378
H  -1.524010  -0.719179  -3.514288
H  -1.128408  -1.790285  -2.144839
H  3.903565  -0.305517  0.167399
H  5.899157  1.079847  -1.121518
H  4.821545  1.870185  -3.515950
H  2.272875  0.973840  -3.540685
H  2.155093  -3.756422  -0.791555
H  2.930874  -5.406041  -2.829172
H  3.119981  -3.823218  -5.038230
H  2.647166  -1.287993  -4.192953
H  -2.766776  3.006956  -0.519470
H  -2.444089  5.064291  -2.318613
H  -1.701441  3.866282  -4.674427
H  -2.109665  1.173435  -4.307547
H  -4.604724  0.887472  -3.252849
H  -6.133162  -1.202844  -4.105380
H  -5.390456  -3.348677  -2.609027
H  -3.417307  -2.463704  -0.941296
B  0.102531  -0.261005  7.402524
C  0.345939  -0.731179  5.977802
N  0.408755  -1.037633  4.838182
H  -0.980363  0.290778  7.456877
H  1.027367  0.412196  7.784517
H  0.091107  -1.303880  8.017037

Atoms 1-6, force components in eV/Å:
Tc 0.09 -0.73 0.12
C -0.39 -1.19 -1.46
C -0.99 0.83 1.17
C -0.27 0.21 -0.29
C -0.32 0.10 -0.92
C 0.54 1.20 1.08

Summary:
Net charge: +2
2S+1: 4
Kohn-Sham gap (spin up / spin down) (eV): 4.8 / 2.8
Energy relative to the best compared isomer or geometry (same formula, charge and spin) (kJ/mol): 9.3

These are the Mulliken partial charges, in e, on atoms 1 to 5:
1 Tc 0.346
2 C -0.430
3 C -1.357
4 C 0.182
5 C 3.030

---

Entry 3:
This record from OMol25 describes a gas-phase ion, C28H38Cl2NO7 (charge +1). The level of theory is the ωB97M-V functional and the def2-TZVPD basis.

Atoms and positions in Å:
C  3.135398  -4.153641  1.178562
C  1.739925  -4.049946  1.962182
C  0.634696  -3.108215  1.207158
C  1.280644  -1.678372  0.903861
C  1.889753  -1.348372  -0.510886
C  1.769148  -2.522790  -1.624634
O  2.711359  -3.286442  -1.918985
O  0.473663  -2.607150  -2.272334
O  -0.215732  -1.489214  -1.923571
C  -1.563061  -1.537184  -2.410867
O  -2.025997  -2.634230  -2.788095
C  -2.468286  -0.206061  -2.415089
C  -2.085073  1.088453  -3.202132
C  -3.011575  2.360251  -3.222432
C  -4.360944  2.436830  -2.422119
C  -4.738747  1.137746  -1.622496
C  -3.817355  -0.134655  -1.607466
C  2.579866  0.032444  -0.839901
C  3.243489  0.381270  -2.245756
Cl  3.855229  2.108057  -2.373851
C  2.299315  0.050737  -3.534163
C  2.841885  -1.223046  -4.404614
Cl  2.432990  1.495267  -4.715998
C  2.601021  1.045820  0.360787
N  2.006822  0.772984  1.652426
C  2.111643  1.854873  2.692081
C  1.022488  3.040384  2.507777
C  1.502993  4.213064  1.534620
C  0.405604  4.784114  0.516968
O  -0.738491  3.938047  0.283424
C  -0.486713  2.925129  -0.724010
C  1.369396  -0.508057  1.946795
O  0.776989  -0.789660  3.222746
C  -0.542832  -0.119837  3.309443
C  -1.766600  -1.177579  3.106637
O  -3.063614  -0.547752  3.242679
C  -3.885256  -0.832041  2.061158
C  -4.275656  -2.397791  1.927111
H  3.888194  -4.628661  1.920669
H  3.098842  -4.889881  0.288796
H  3.594939  -3.143781  0.886137
H  1.947430  -3.601767  3.010007
H  1.310081  -5.102178  2.174550
H  0.292247  -3.675196  0.273224
H  -0.261827  -3.074596  1.918877
H  -1.109493  1.166487  -3.801348
H  -2.730662  3.319942  -3.791627
H  -5.033495  3.360852  -2.404002
H  -5.722395  1.179710  -1.042796
H  -4.175014  -1.013179  -0.980121
H  4.179854  -0.292334  -2.349283
H  1.185988  -0.034917  -3.301558
H  3.702993  -1.772632  -3.896954
H  1.947929  -1.957024  -4.434890
H  3.048313  -0.946473  -5.495949
H  3.111652  2.050682  0.212288
H  3.198723  2.243692  2.645549
H  1.976863  1.383183  3.728888
H  0.882239  3.493405  3.563402
H  0.037376  2.535638  2.237675
H  1.816656  5.098967  2.212985
H  2.458784  3.970385  0.925481
H  0.936015  4.907907  -0.509189
H  0.024031  5.846245  0.772966
H  0.635332  2.704214  -0.746236
H  -1.019402  1.932015  -0.451817
H  -0.897853  3.337382  -1.717792
H  -0.601309  0.569219  2.387179
H  -0.695380  0.433774  4.295091
H  -1.684417  -1.505291  1.996460
H  -1.701677  -2.076081  3.808209
H  -3.344781  -0.436285  1.120241
H  -4.891489  -0.263721  2.102358
H  -3.897458  -2.798916  0.906524
H  -3.736134  -3.048013  2.714302
H  -5.410077  -2.586210  1.984690

Atoms 1-6, force components in eV/Å:
C 0.47 -1.04 0.81
C 0.45 0.46 0.31
C 0.76 -0.58 0.90
C 1.38 3.39 -1.53
C -0.17 1.65 1.99
C 2.30 -1.05 -0.41

Summary:
Net charge: +1
SMILES string: CCCc1c(C(=O)OOC(=O)c2ccccc2)c([C@H](Cl)[C@H](C)Cl)c[n+](CCCCOC)c1OCCOCC
Kohn-Sham gap (eV): 7.0

These are the Mulliken partial charges, in e, on atoms 1 to 5:
1 C -0.812
2 C -0.571
3 C -0.762
4 C 0.198
5 C 1.160

---

Entry 4:
This record from OMol25 describes a single C28H38ClN3O3 molecule. The level of theory is the ωB97M-V functional and the def2-TZVPD basis.

Atoms and positions in Å:
C  3.618583  2.130358  -5.122467
C  3.809306  1.099213  -4.029276
C  3.997237  1.706025  -2.655774
O  5.098313  1.784698  -2.142398
N  2.890450  2.195219  -2.046861
C  1.526379  2.054336  -2.490529
C  0.697507  1.247699  -1.481239
C  0.750932  1.840692  -0.065843
C  0.026141  3.201526  0.033798
C  -1.513336  3.189366  0.058875
C  -2.150430  2.849026  1.416260
C  -2.977787  1.644632  1.040325
C  -3.766379  0.855430  1.963138
C  -3.695196  1.072805  3.338903
C  -4.427208  0.291076  4.211767
C  -5.241626  -0.713639  3.712769
Cl  -6.155850  -1.692403  4.802099
C  -5.331243  -0.941886  2.345911
C  -4.596464  -0.160473  1.479818
N  -2.888984  1.354592  -0.199891
O  -2.063633  2.215245  -0.855113
C  0.184540  0.915326  1.026985
O  0.340305  1.191071  2.204161
N  -0.461336  -0.191472  0.625633
C  -1.018307  -1.147016  1.555896
C  -0.282770  -2.492207  1.527883
C  -0.823783  -3.394433  2.637659
C  -0.114275  -4.745199  2.638524
C  -0.271183  -5.432038  1.285881
C  0.274416  -4.540176  0.175949
C  -0.435645  -3.188875  0.174759
C  2.240173  2.015577  0.301384
C  3.009562  2.815894  -0.743354
C  3.159418  -0.252057  -4.140313
C  4.639441  -0.112563  -4.335069
H  4.509183  2.752659  -5.196120
H  3.461616  1.638599  -6.080232
H  2.768113  2.779780  -4.921322
H  1.090733  3.052084  -2.623252
H  1.495729  1.541478  -3.449720
H  1.113222  0.236875  -1.451893
H  -0.327822  1.209414  -1.848980
H  0.338030  3.822159  -0.805258
H  0.349291  3.695425  0.952074
H  -1.859113  4.169559  -0.295315
H  -2.780965  3.655147  1.793496
H  -1.406883  2.599317  2.172090
H  -3.055485  1.846290  3.733303
H  -4.367060  0.456853  5.275848
H  -5.972379  -1.724751  1.972112
H  -4.650870  -0.318197  0.414209
H  -0.666892  -0.333053  -0.348281
H  -2.077382  -1.297726  1.324469
H  -0.933572  -0.702976  2.550906
H  0.780685  -2.304685  1.711463
H  -1.895213  -3.545506  2.484053
H  -0.691922  -2.905138  3.604565
H  -0.525356  -5.377067  3.428142
H  0.947286  -4.596095  2.847922
H  0.256681  -6.387644  1.288824
H  -1.328952  -5.633776  1.102176
H  0.143407  -5.026851  -0.792874
H  1.344825  -4.385674  0.330449
H  -1.498249  -3.337109  -0.033578
H  -0.020168  -2.564454  -0.619431
H  2.692349  1.023664  0.379396
H  2.324023  2.493067  1.277425
H  2.635679  3.843712  -0.800700
H  4.071225  2.840789  -0.491125
H  2.811331  -0.733823  -3.238073
H  2.543371  -0.453892  -5.005479
H  5.295119  -0.476609  -3.559441
H  5.039117  -0.217212  -5.332097

Atoms 1-6, force components in eV/Å:
C 0.03 -0.13 0.15
C 0.18 -0.06 -0.13
C 0.06 -0.24 -0.27
O 0.31 -0.04 0.05
N -0.16 0.21 0.19
C -0.29 -0.25 -0.09

Summary:
Net charge: 0
SMILES string: CC1(C(=O)N2CCC(C[C@@H]3CC(c4ccc(Cl)cc4)=NO3)(C(=O)NCC3CCCCC3)CC2)CC1
Kohn-Sham gap (eV): 8.8
Energy relative to the best compared isomer or geometry (same formula, charge and spin) (kJ/mol): 0.0

These are the Mulliken partial charges, in e, on atoms 1 to 5:
1 C -1.482
2 C 1.465
3 C 0.299
4 O -0.685
5 N 0.236

---

The highest net charge belongs to which entry? C28H38BFGe2N8Pd

---

What is the formula in the third record? C28H38Cl2NO7

---

What is the net charge in the third record? +1

---

Which formula does entry 3 have? C28H38Cl2NO7